(1)
{"formula": "C27H28CdCl3NSSi", "method": "the ωB97M-V functional and the def2-TZVPD basis", "largest_force_ev_per_a": 1.8, "charge": -2, "total_energy_ha": -3336.49970, "homo_lumo_gap_ev": 2.903, "e_above_lowest_kcal_mol": 12.1, "species": ["Cd", "C", "C", "C", "C", "C", "C", "C", "C", "S", "C", "N", "C", "C", "C", "C", "C", "C", "C", "C", "H", "H", "H", "H", "H", "H", "H", "H", "H", "H", "H", "H", "H", "H", "H", "H", "Cl", "Si", "Cl", "Cl", "C", "C", "C", "C", "C", "C", "C", "C", "C", "C", "H", "H", "H", "H", "H", "H", "H", "H", "H", "H", "H", "H"], "positions_angstrom": [[1.9640, 0.3151, 1.6792], [-5.8459, -0.4065, -0.2832], [-4.3878, -0.2003, -0.7178], [-4.0003, 1.2467, -0.4014], [-4.2592, -0.4050, -2.2366], [-3.4700, -1.2078, -0.0268], [-3.7178, -2.5807, -0.1767], [-2.8618, -3.5326, 0.3632], [-1.7348, -3.1061, 1.0401], [-0.4722, -4.0356, 1.7891], [0.3558, -2.5003, 2.2435], [-0.2934, -1.4397, 1.8490], [-1.4504, -1.7351, 1.1969], [-2.3550, -0.7972, 0.6810], [1.5642, -2.5106, 3.0280], [1.9702, -3.6890, 3.6796], [3.0231, -3.6710, 4.5725], [3.6863, -2.4758, 4.8216], [3.3296, -1.3278, 4.1135], [2.2916, -1.3003, 3.1898], [-6.5024, 0.2925, -0.8084], [-5.9424, -0.2307, 0.7903], [-6.1905, -1.4200, -0.4936], [-4.7142, 1.9240, -0.8761], [-3.0040, 1.4866, -0.7775], [-4.0187, 1.4366, 0.6736], [-4.8408, 0.3448, -2.7810], [-4.6098, -1.3957, -2.5315], [-3.2128, -0.3152, -2.5327], [-4.5867, -2.9255, -0.7241], [-3.0727, -4.5890, 0.2450], [-2.1316, 0.2477, 0.8478], [1.4313, -4.6129, 3.4915], [3.3221, -4.5844, 5.0757], [4.4881, -2.4354, 5.5514], [3.9090, -0.4267, 4.2908], [1.5190, 4.7051, 2.2750], [1.3562, 2.7566, 3.2114], [1.1871, 3.5418, 5.2703], [3.5114, 2.3039, 3.2967], [0.4583, 2.4573, -1.0774], [1.5397, 1.3988, -1.3671], [0.8035, 0.0890, -1.6495], [2.5486, 1.2483, -0.2315], [2.4170, 1.7931, -2.5485], [3.2702, 0.8594, -3.1522], [4.1257, 1.2111, -4.1796], [4.1801, 2.5269, -4.6385], [3.3531, 3.4667, -4.0473], [2.4797, 3.1057, -3.0273], [-0.1623, 2.0889, -0.2584], [-0.1837, 2.6444, -1.9550], [0.8968, 3.3979, -0.7463], [0.2789, -0.2089, -0.7448], [1.4876, -0.7180, -1.9103], [0.0768, 0.2092, -2.4644], [3.0538, 2.2106, -0.0819], [3.2835, -0.1557, -2.7827], [4.7740, 0.4608, -4.6203], [4.8581, 2.8072, -5.4370], [3.3832, 4.4977, -4.3865], [1.8431, 3.8649, -2.5928]]}

---

(2)
{"formula": "C27H28Cl3CrIN2OSSeSi", "method": "the ωB97M-V functional and the def2-TZVPD basis", "largest_force_ev_per_a": 0.9, "charge": -1, "s_squared": 3.81, "total_energy_ha": -7042.48613, "homo_lumo_gap_ev": [6.642, 6.562], "multiplicity": 4, "e_above_lowest_kcal_mol": 2.9, "species": ["Cr", "Cl", "C", "C", "C", "I", "C", "O", "C", "N", "C", "C", "C", "C", "H", "H", "H", "H", "Cl", "C", "C", "C", "C", "C", "Cl", "C", "S", "H", "H", "H", "C", "Si", "C", "C", "Se", "H", "H", "H", "H", "H", "H", "H", "H", "H", "C", "N", "C", "C", "C", "C", "C", "C", "C", "C", "H", "H", "H", "H", "H", "H", "H", "H", "H", "H", "H", "H"], "positions_angstrom": [[0.0479, 0.1779, -0.1466], [1.8321, 3.3531, 5.6742], [1.7478, 2.2922, 4.2817], [2.5527, 1.1967, 4.2200], [2.5399, 0.3320, 3.1048], [3.8280, -1.2944, 3.0149], [1.6856, 0.5416, 2.0334], [1.6465, -0.1588, 0.9487], [0.8031, 1.6782, 2.1510], [-0.0495, 1.8379, 1.0950], [-0.7659, 2.9229, 1.0119], [-0.7425, 3.9085, 2.0155], [0.0335, 3.7308, 3.1211], [0.8553, 2.5881, 3.2215], [3.2244, 0.9941, 5.0449], [-1.3781, 3.0397, 0.1255], [-1.3588, 4.7905, 1.9023], [0.0399, 4.4629, 3.9190], [-1.9648, 0.6684, -1.3359], [-1.8617, -0.1938, -2.8654], [-2.7125, 0.2114, -3.8700], [-2.6768, -0.4605, -5.0805], [-1.8004, -1.5238, -5.2377], [-0.9677, -1.9119, -4.2007], [0.0798, -3.2790, -4.4723], [-0.9421, -1.2490, -2.9580], [0.1003, -1.7239, -1.6620], [-3.3970, 1.0376, -3.7023], [-3.3189, -0.1530, -5.8961], [-1.7536, -2.0660, -6.1763], [3.9406, 2.0804, -3.6814], [2.8767, 0.7623, -2.8925], [2.2052, -0.2596, -4.2948], [3.8903, -0.2775, -1.7464], [1.2646, 1.8325, -1.7432], [4.6943, 1.6181, -4.3435], [4.4604, 2.6956, -2.9330], [3.3042, 2.7387, -4.2878], [2.9699, -0.4081, -5.0786], [1.3494, 0.2630, -4.7376], [1.8620, -1.2419, -3.9470], [4.7783, -0.7050, -2.2445], [3.2772, -1.0960, -1.3523], [4.2173, 0.3290, -0.8951], [-2.7947, 1.2127, 3.8806], [-3.7802, 0.7225, 2.9280], [-4.7836, 1.7349, 2.6718], [-3.1526, 0.2825, 1.6759], [-2.2697, -0.9455, 1.8327], [-2.8078, -1.9894, 2.6027], [-2.0878, -3.1408, 2.8550], [-0.7989, -3.2537, 2.3360], [-0.2797, -2.2311, 1.5575], [-0.9910, -1.0465, 1.2538], [-3.2694, 1.3933, 4.8500], [-2.3238, 2.1537, 3.5458], [-2.0089, 0.4685, 4.0172], [-5.2170, 2.0771, 3.6159], [-5.5859, 1.3239, 2.0555], [-4.3716, 2.6196, 2.1497], [-2.5681, 1.1021, 1.2498], [-3.9628, 0.0736, 0.9714], [-3.7995, -1.8624, 3.0264], [-2.5185, -3.9370, 3.4536], [-0.2023, -4.1420, 2.5277], [0.7229, -2.3615, 1.1656]]}

---

(3)
{"formula": "C27H28Cl40N5O4", "method": "the ωB97M-V functional and the def2-TZVPD basis", "largest_force_ev_per_a": 3.8, "charge": 1, "total_energy_ha": -20027.55206, "homo_lumo_gap_ev": 6.761, "e_above_lowest_kcal_mol": 0.0, "species": ["N", "C", "C", "N", "O", "C", "O", "C", "C", "C", "C", "C", "C", "C", "N", "N", "C", "C", "C", "O", "Cl", "N", "C", "O", "H", "H", "H", "H", "H", "H", "H", "H", "H", "H", "H", "H", "H", "H", "H", "C", "Cl", "Cl", "Cl", "H", "C", "Cl", "Cl", "Cl", "H", "C", "Cl", "Cl", "Cl", "H", "C", "Cl", "Cl", "Cl", "H", "C", "Cl", "Cl", "Cl", "H", "C", "Cl", "Cl", "Cl", "H", "C", "Cl", "Cl", "Cl", "H", "C", "Cl", "Cl", "Cl", "H", "C", "Cl", "Cl", "Cl", "H", "C", "Cl", "Cl", "Cl", "H", "C", "Cl", "Cl", "Cl", "H", "C", "Cl", "Cl", "Cl", "H", "C", "Cl", "Cl", "Cl", "H"], "positions_angstrom": [[-1.4909, 1.6615, -1.8195], [-0.0668, 2.0015, -1.6641], [0.7728, 0.7235, -1.2889], [1.7875, 0.6922, -2.4048], [2.0807, -0.5723, -2.9053], [2.1790, -0.5178, -4.3272], [2.8593, 0.3199, -4.8272], [1.4542, -1.5163, -5.2087], [0.1465, -1.2582, -5.6462], [-0.4972, -2.1785, -6.4956], [0.1743, -3.3651, -6.9202], [1.4795, -3.6211, -6.4484], [2.1195, -2.6960, -5.6020], [2.8315, 1.4646, -1.9109], [3.9621, 1.8450, -2.5187], [2.5881, 1.9278, -0.5878], [1.6837, 0.8199, -0.0645], [2.7297, -0.3170, 0.1972], [2.4441, -1.1425, 1.4734], [2.6327, -0.7468, 2.5655], [1.8251, -2.8006, 1.1807], [1.1496, 1.3252, 1.1954], [-0.0519, 1.0248, 1.3611], [-1.2057, 1.0787, 1.2720], [-1.6026, 1.0625, -2.6327], [-1.9627, 2.5388, -2.0237], [0.0914, 2.8138, -0.9354], [0.3003, 2.3734, -2.6424], [0.1540, -0.1888, -1.2889], [-0.4077, -0.3601, -5.3544], [-1.4992, -1.9463, -6.8458], [-0.2815, -4.1037, -7.5849], [2.0166, -4.5163, -6.7638], [3.1309, -2.9094, -5.2505], [4.7505, 1.2439, -2.7066], [4.0485, 2.8260, -2.7573], [2.1951, 2.8688, -0.5338], [2.8834, -0.9848, -0.6693], [3.7101, 0.1550, 0.3773], [-0.0914, 3.5363, 4.3648], [-0.3356, 3.4124, 6.1019], [-0.4597, 1.9854, 3.5867], [-1.0815, 4.8230, 3.6778], [0.9504, 3.7726, 4.1813], [-3.7658, 4.4595, 7.9924], [-3.2585, 4.8504, 9.6392], [-4.9541, 3.1517, 7.9995], [-4.4175, 5.8839, 7.1836], [-2.8951, 4.1244, 7.4407], [0.0793, 5.1134, -4.3388], [-1.1109, 5.1415, -3.0330], [1.2493, 3.8009, -4.0900], [-0.7090, 4.9448, -5.8998], [0.6189, 6.0527, -4.3259], [1.3180, 5.9090, 8.7686], [2.3716, 4.8053, 7.8704], [1.0581, 7.3972, 7.8555], [-0.2259, 5.1341, 9.1442], [1.8071, 6.1624, 9.7012], [-3.7923, -4.9897, -7.7977], [-3.6617, -6.7159, -7.4601], [-2.3357, -4.1383, -7.2401], [-4.0497, -4.7048, -9.5168], [-4.6459, -4.6004, -7.2557], [-3.3510, -1.1437, 3.5556], [-3.7911, -0.2682, 5.0232], [-1.8623, -2.0648, 3.8009], [-4.6612, -2.2125, 3.0466], [-3.1786, -0.4214, 2.7664], [-8.1975, 6.8783, 5.4990], [-7.2631, 7.4905, 4.1292], [-9.8061, 6.3711, 4.9768], [-7.3438, 5.5509, 6.2880], [-8.3120, 7.6816, 6.2163], [4.4731, -1.0962, -8.7800], [4.8773, -2.5679, -9.6647], [3.5351, 0.0036, -9.7914], [3.5804, -1.4891, -7.2955], [5.3965, -0.6008, -8.5051], [4.6184, 1.8218, 8.2295], [6.0423, 2.0704, 9.2368], [4.5156, 3.0539, 6.9703], [4.6358, 0.2140, 7.4968], [3.7383, 1.9025, 8.8570], [-7.7483, -7.0126, -10.4173], [-7.1605, -5.5948, -11.2905], [-7.8791, -8.3985, -11.5003], [-6.6960, -7.3897, -9.0476], [-8.7357, -6.7875, -10.0337], [3.4823, -3.3945, 6.9523], [2.8630, -2.7430, 5.4324], [2.1971, -4.1963, 7.8558], [4.8205, -4.5071, 6.6499], [3.8540, -2.5709, 7.5496], [8.3460, -5.9739, 7.2280], [9.0781, -4.4771, 6.6416], [8.0836, -7.1023, 5.8944], [9.3512, -6.7099, 8.4770], [7.3842, -5.7334, 7.6644], [-5.5019, -2.5779, -1.0205], [-6.6322, -1.2618, -1.3425], [-6.2756, -4.1413, -1.2742], [-4.0592, -2.4237, -2.0349], [-5.1944, -2.5149, 0.0172]]}

---

(4)
{"formula": "C27H28ClO", "method": "the ωB97M-V functional and the def2-TZVPD basis", "largest_force_ev_per_a": 0.6, "charge": -1, "total_energy_ha": -1581.03714, "homo_lumo_gap_ev": 4.441, "species": ["C", "C", "C", "O", "Cl", "H", "H", "H", "H", "C", "C", "C", "C", "C", "C", "H", "H", "H", "H", "H", "H", "C", "C", "C", "C", "C", "C", "H", "H", "H", "H", "H", "H", "C", "C", "C", "C", "C", "C", "H", "H", "H", "H", "H", "H", "C", "C", "C", "C", "C", "C", "H", "H", "H", "H", "H", "H"], "positions_angstrom": [[-0.4749, -1.6411, -3.4282], [0.7447, -2.4729, -3.8066], [1.7705, -2.5566, -2.7157], [2.2321, -3.5174, -2.1856], [2.3979, -0.9370, -2.1514], [-0.9403, -1.2650, -4.3478], [-1.1963, -2.2934, -2.9162], [0.5670, -3.5361, -4.0430], [1.2511, -2.0234, -4.6730], [4.5223, 1.2361, -4.7768], [4.1642, -0.0145, -5.2578], [4.6355, -0.4399, -6.4922], [5.4652, 0.3819, -7.2434], [5.8238, 1.6327, -6.7603], [5.3513, 2.0594, -5.5265], [4.1483, 1.5646, -3.8158], [3.5186, -0.6490, -4.6665], [4.3528, -1.4147, -6.8689], [5.8316, 0.0482, -8.2064], [6.4703, 2.2751, -7.3454], [5.6276, 3.0365, -5.1500], [-3.2655, 0.1400, -0.0431], [-2.2111, 0.1217, -0.9457], [-0.9144, 0.3264, -0.4985], [-0.6781, 0.5488, 0.8516], [-1.7315, 0.5573, 1.7599], [-3.0278, 0.3537, 1.3108], [-4.2776, -0.0292, -0.3926], [-2.3678, -0.0915, -1.9945], [-0.0943, 0.3045, -1.2055], [0.3348, 0.7149, 1.1983], [-1.5415, 0.7245, 2.8142], [-3.8512, 0.3609, 2.0159], [-6.5005, 1.1723, 3.4355], [-6.0202, 0.4066, 4.4882], [-6.3188, 0.7609, 5.7964], [-7.0981, 1.8805, 6.0518], [-7.5777, 2.6466, 4.9987], [-7.2781, 2.2929, 3.6906], [-6.2624, 0.8987, 2.4159], [-5.4094, -0.4641, 4.2876], [-5.9404, 0.1657, 6.6175], [-7.3291, 2.1578, 7.0724], [-8.1829, 3.5217, 5.1977], [-7.6466, 2.8929, 2.8688], [1.9561, -1.1495, 2.8912], [3.0343, -1.1342, 2.0166], [4.3216, -0.9732, 2.5100], [4.5319, -0.8238, 3.8742], [3.4535, -0.8359, 4.7477], [2.1659, -0.9999, 4.2554], [0.9532, -1.2801, 2.5059], [2.8716, -1.2503, 0.9527], [5.1613, -0.9631, 1.8271], [5.5372, -0.6976, 4.2568], [3.6166, -0.7195, 5.8120], [1.3235, -1.0108, 4.9358]]}